No. 1
ORCA calculation (ωB97M-V/def2-TZVPD) on C19H22IrN8S3 as an isolated structure.

* energy relative to the best compared isomer or geometry (same formula, charge and spin): 273.16 kJ/mol
* net charge: +4
* multiplicity: 2
* frontier orbital gap (alpha / beta): 5.081 / 5.060 eV
* molecular weight: 650.86 g/mol
* E_tot: -67282.4634 eV

XYZ file:
```
53
Properties=species:S:1:pos:R:3:forces:R:3
C 1.058 2.674 0.726 0.0 0.0 0.0
H 0.230 -5.743 -2.248 0.0 0.0 0.0
C 0.434 -2.902 -0.213 0.0 0.0 -0.1
C -0.953 4.951 2.334 0.0 0.0 0.0
C -0.518 6.070 1.573 0.0 0.0 0.0
N 1.281 1.330 0.373 0.0 0.0 -0.1
C -0.011 5.956 0.273 0.0 0.0 0.0
H 3.879 -0.552 0.992 0.0 0.0 0.0
H 0.274 6.850 -0.270 0.0 0.0 0.0
N 1.204 2.450 -3.226 0.0 0.0 0.0
N -3.758 0.472 0.800 0.0 0.0 0.0
H -0.464 -7.750 -0.964 0.0 0.0 0.0
N -0.351 2.092 -1.566 0.0 0.0 0.0
H 1.632 -6.746 -1.914 0.0 0.0 0.0
H -4.768 0.498 0.744 0.0 0.0 0.0
N 2.967 -0.301 0.638 0.0 0.0 0.0
C -2.985 1.374 0.240 0.0 -0.1 0.0
H -3.349 -0.291 1.326 0.0 0.0 0.0
C 1.572 -4.967 -0.762 0.0 0.0 0.0
C 0.867 -6.126 -1.446 0.0 0.0 0.0
H -0.597 7.062 2.009 0.0 0.0 0.0
N 0.563 -4.143 -0.007 0.0 0.0 0.0
H 2.082 -4.311 -1.467 0.0 0.0 0.0
H -1.012 -4.184 1.396 0.0 0.0 0.0
Ir 0.124 0.187 -0.831 0.0 0.0 -0.1
C 2.065 3.231 1.418 0.0 0.0 0.0
C 0.437 2.889 -2.253 0.0 0.0 0.0
C 0.080 4.716 -0.309 0.0 0.0 0.0
C -2.390 3.400 -0.995 0.0 0.0 -0.1
N 0.307 -1.754 -0.448 0.0 0.1 0.2
C -0.259 3.459 0.450 0.0 0.0 0.0
C 2.472 0.914 0.829 0.0 0.0 0.0
C -0.979 -6.052 0.259 0.0 0.0 0.0
H 1.847 3.056 -3.722 0.0 0.0 0.0
N -1.705 1.441 0.183 -0.1 0.1 0.1
S 0.545 4.645 -1.971 0.0 0.0 0.0
H -1.531 -6.620 1.008 0.0 0.0 0.0
C -1.188 2.604 -0.484 0.1 0.0 0.0
H -2.323 4.310 -1.587 0.0 0.0 0.0
H -1.339 5.103 3.334 0.0 0.0 0.0
C -0.856 3.716 1.800 0.0 0.0 0.0
H 0.706 -7.400 0.288 0.0 0.0 0.0
H 2.403 -1.026 0.222 0.0 0.0 0.0
H 0.365 -5.239 1.755 0.0 0.0 0.0
C 0.044 -6.936 -0.449 0.0 0.0 0.0
H -1.140 2.836 2.366 0.0 0.0 0.0
S -3.825 2.779 -0.637 0.0 0.0 0.0
H -1.711 -5.668 -0.458 0.0 0.0 0.0
H 2.289 -5.320 -0.019 0.0 0.0 0.0
C -0.303 -4.890 0.967 0.0 0.0 0.0
S 3.351 2.124 1.684 0.0 0.0 0.0
H 1.114 1.500 -3.564 0.0 0.0 0.0
H 2.125 4.231 1.821 0.0 0.0 0.0
```
Forces are in eV/Å.

No. 2
ORCA calculation (ωB97M-V/def2-TZVPD) on C19H24CdCl2O2Te4 as an isolated structure in a non-equilibrium geometry.

* energy relative to the best compared isomer or geometry (same formula, charge and spin): 335.79 kJ/mol
* net charge: -2
* frontier orbital gap: 4.808 eV
* molecular weight: 978.12 g/mol
* E_tot: -82969.1071 eV

XYZ file:
```
52
Properties=species:S:1:pos:R:3:forces:R:3
Cl -2.002 -0.690 6.153 0.0 0.1 -0.2
C -0.554 -0.060 -3.795 0.0 0.0 0.0
H -0.953 -2.494 -4.101 0.0 0.0 0.0
H 2.193 4.002 -0.466 0.0 0.0 0.0
H 2.417 0.131 -2.425 0.0 0.0 0.0
H 0.286 -0.597 -4.239 0.0 0.0 0.0
O -1.359 -1.539 0.321 0.4 0.0 0.5
H -1.449 -0.253 -4.391 0.0 0.0 0.0
C -1.075 -2.831 -3.079 0.0 0.0 0.1
Cl -3.025 0.469 2.655 0.8 0.0 0.8
Cd -0.956 0.649 0.838 1.8 -1.1 0.5
H -0.349 1.007 -3.803 0.0 0.0 0.0
H 2.350 -2.206 0.619 0.0 0.0 0.0
H 0.829 3.444 -1.436 0.0 0.0 0.0
H 0.558 4.044 0.192 0.0 0.0 0.0
H -1.533 -4.056 0.542 0.0 0.1 0.0
C -1.246 -2.311 -0.682 -0.1 0.1 -0.1
H 2.489 -0.785 3.181 0.0 0.0 0.0
H 0.503 2.053 3.484 -0.1 0.0 0.0
H 2.894 -1.597 -0.947 0.0 0.0 0.0
C 2.857 -1.375 0.123 -0.1 0.1 0.0
Te -6.121 1.106 -0.378 0.0 -0.1 0.1
H -2.508 1.438 5.271 0.0 0.0 0.0
H 0.921 -0.099 3.616 0.0 0.0 0.0
C -0.771 -0.484 -2.354 0.0 -0.2 0.0
Te -3.624 0.460 0.187 -2.8 -0.5 -0.9
C 2.644 1.063 -1.898 0.0 0.0 0.1
C 1.242 3.459 -0.423 0.0 -0.1 0.0
H 2.207 1.882 -2.472 0.0 0.0 0.0
Te -2.316 2.769 -0.373 -0.4 1.8 -0.8
O -0.697 0.401 -1.510 0.3 0.1 -0.1
H -1.574 -5.665 -1.318 0.0 0.0 0.0
C 1.432 2.075 0.121 0.0 0.0 0.0
Te -4.087 4.613 -1.212 0.1 -0.1 0.3
C 2.162 -0.072 0.390 0.1 0.0 0.1
C -1.270 -4.169 -2.849 -0.1 -0.1 0.0
C 1.478 -0.579 2.810 0.0 0.0 0.0
C -1.845 0.646 4.924 -0.6 0.1 0.0
H 3.732 1.192 -1.917 0.0 0.0 0.0
C 0.989 1.623 1.422 0.4 0.0 0.2
H 1.746 3.102 2.796 0.0 0.0 0.0
C -1.038 -1.879 -2.039 0.0 -0.1 0.0
C 1.528 0.269 1.571 -0.1 0.0 0.0
H 1.003 -1.548 2.629 0.0 0.0 0.0
C 0.807 2.577 2.578 0.0 0.0 0.0
H -1.324 -4.871 -3.671 0.0 0.0 0.0
H -0.815 0.999 4.989 0.1 -0.1 -0.2
C -1.425 -4.609 -1.519 0.1 0.1 0.0
H 3.891 -1.359 0.487 0.0 0.0 0.0
H 0.053 3.340 2.376 0.0 0.0 0.0
C 2.103 1.042 -0.500 0.1 0.0 0.1
C -1.399 -3.724 -0.480 0.0 -0.1 -0.1
```
Forces are in eV/Å.

No. 3
ORCA calculation (ωB97M-V/def2-TZVPD) on a single C4H8O2 molecule.

* energy relative to the best compared isomer or geometry (same formula, charge and spin): 41.99 kJ/mol
* frontier orbital gap: 11.304 eV
* molecular weight: 88.11 g/mol
* E_tot: -8372.8466 eV

XYZ file:
```
14
Properties=species:S:1:pos:R:3:forces:R:3
H 3.028 1.155 -0.046 -0.3 -0.2 0.1
H 2.996 -0.548 -0.504 0.2 0.2 0.3
C -2.213 -0.323 0.674 0.0 0.0 0.1
H 2.578 -0.095 1.164 -0.3 0.2 -0.1
C 2.502 0.206 0.119 0.1 -0.3 -0.2
H -1.482 0.931 -0.951 0.1 -0.1 0.2
O 0.063 0.378 0.329 0.2 -0.2 0.0
C -1.178 0.068 -0.351 -0.2 0.0 -0.1
H -1.888 -1.213 1.222 -0.1 0.1 0.0
O 0.980 0.034 -1.676 0.2 0.2 0.3
C 1.117 0.221 -0.486 0.2 0.0 -0.6
H -2.385 0.488 1.384 0.0 -0.1 0.0
H -3.157 -0.556 0.167 0.2 0.1 0.1
H -0.962 -0.746 -1.045 -0.2 0.1 0.1
```
Forces are in eV/Å.

> Which value of E_tot does entry 3 give?

-8372.8466 eV

> Look up the E_tot of the third one.

-8372.8466 eV

> Which of these has the lowest molecular weight?

C4H8O2